[1]
Density functional theory data (ωB97M-V with the def2-TZVPD basis set) for a molecular structure, C5H11NO.

Geometry as XYZ:
```
18
Properties=species:S:1:pos:R:3:forces:R:3:mulliken_charge:R:1
C -1.147 0.076 0.142 0.1 0.0 0.0 0.622
C 2.883 0.014 -0.114 -0.3 0.1 0.1 -1.039
C -1.823 0.665 -1.094 0.0 -0.1 0.1 -1.405
C -1.749 -1.271 0.536 0.0 0.1 0.0 -1.405
C 1.144 0.470 0.507 0.2 0.0 0.0 0.642
O 1.363 1.285 1.465 0.1 -0.2 -0.2 -0.669
N 0.290 -0.119 -0.155 0.0 0.0 0.0 -0.530
H 2.459 0.830 0.874 -0.1 0.0 0.0 0.340
H -1.264 0.775 0.977 0.0 0.0 0.0 0.354
H 2.875 -1.062 0.015 0.0 0.0 0.0 0.316
H 3.826 0.408 0.311 -0.1 0.0 0.0 0.356
H 2.823 0.323 -1.151 0.0 0.0 0.0 0.316
H -2.889 0.810 -0.909 0.0 0.0 0.0 0.386
H -1.629 -1.991 -0.276 0.0 0.0 0.0 0.335
H -1.259 -1.672 1.424 0.0 0.0 0.0 0.329
H -1.384 1.629 -1.355 0.0 0.0 0.0 0.329
H -1.705 -0.007 -1.947 0.0 0.0 0.0 0.335
H -2.814 -1.161 0.751 0.0 0.0 0.0 0.386
```
Forces are in eV/Å.

**LUMO energy**: 0.894 eV
**Charge**: 0
**E**: -326.9788 hartree



[2]
Density functional theory data (ωB97M-V with the def2-TZVPD basis set) for a molecular structure, C5H11NO in a non-equilibrium geometry.

Geometry as XYZ:
```
18
Properties=species:S:1:pos:R:3:forces:R:3:mulliken_charge:R:1
C -1.518 0.574 0.110 -0.1 -0.8 1.5 -0.504
N -0.113 0.984 -0.115 -2.3 -0.4 -1.5 -0.329
C 0.925 0.839 0.917 3.9 2.0 -0.5 -0.551
C 2.151 -0.082 0.343 -4.2 0.1 -1.3 -0.736
C 0.931 -0.552 -0.692 6.3 -2.7 -1.4 0.268
O 0.765 -1.775 -0.747 -1.4 1.3 0.1 -0.606
C -1.799 -0.982 -0.378 -3.9 2.2 2.7 -1.109
H -1.746 0.706 1.229 0.5 -0.8 -1.3 0.224
H -2.142 1.415 -0.245 -0.1 -1.0 -0.7 0.395
H -0.080 1.384 -1.157 0.8 -0.5 4.0 0.429
H 0.696 0.277 1.792 -1.5 0.0 0.5 0.248
H 1.337 1.841 1.160 -0.5 -0.5 0.4 0.417
H 2.987 0.397 -0.149 -0.2 0.4 -0.2 0.271
H 2.506 -1.007 0.837 -0.7 0.8 0.3 0.308
H 0.955 0.122 -1.541 0.2 -1.0 -1.1 0.242
H -1.688 -1.227 -1.382 0.7 0.2 -1.9 0.384
H -1.223 -1.668 0.203 0.3 -0.2 0.4 0.363
H -2.943 -1.246 -0.188 2.2 0.8 -0.1 0.284
```
Forces are in eV/Å.

**LUMO energy**: 0.772 eV
**Charge**: 0
**E**: -326.9262 hartree



[3]
Density functional theory data (ωB97M-V with the def2-TZVPD basis set) for a molecular structure, C5H11NO in a non-equilibrium geometry.

Geometry as XYZ:
```
18
Properties=species:S:1:pos:R:3:forces:R:3:mulliken_charge:R:1
C -0.032 -0.629 0.403 -0.2 2.4 -1.6 -1.092
C -1.219 -0.077 -0.368 -0.2 0.2 -0.6 0.971
C -1.212 1.436 -0.194 -1.5 0.0 -0.3 -1.625
C -2.570 -0.757 0.081 1.9 1.3 1.1 -1.379
C 1.274 -0.026 0.104 4.3 -3.1 -5.1 1.057
N 2.368 -0.620 0.790 -2.0 0.7 0.7 -0.458
O 1.594 0.613 -0.911 -0.8 1.2 0.9 -0.630
H 0.445 0.495 0.959 -2.5 -2.0 2.5 -0.087
H 0.035 -1.694 0.135 0.5 -0.2 2.3 0.299
H -1.102 -0.281 -1.455 0.2 -0.1 0.4 0.248
H -0.421 1.943 -0.736 0.2 -0.2 0.1 0.336
H -1.119 1.606 0.889 -0.3 0.5 -0.2 0.420
H -2.173 1.825 -0.589 0.5 0.1 0.5 0.407
H -2.411 -1.831 0.075 -0.7 -0.2 -0.6 0.349
H -2.632 -0.527 1.149 -0.3 0.1 0.1 0.344
H -3.438 -0.295 -0.400 0.2 -0.7 -0.2 0.368
H 3.240 -0.581 0.297 0.0 -0.2 0.0 0.250
H 2.115 -1.376 1.407 0.6 0.0 0.0 0.220
```
Forces are in eV/Å.

**LUMO energy**: -0.054 eV
**Charge**: 0
**E**: -326.9647 hartree



[4]
Density functional theory data (ωB97M-V with the def2-TZVPD basis set) for 2 unconnected molecules or ions with the total composition C5H11NO in a non-equilibrium geometry.

Geometry as XYZ:
```
18
Properties=species:S:1:pos:R:3:forces:R:3:mulliken_charge:R:1
N 2.502 1.312 0.201 0.1 -0.3 0.0 -0.378
C 1.133 1.289 0.202 0.4 -0.6 -0.3 0.189
C 0.338 0.224 0.009 -0.9 0.4 0.2 -0.293
C -1.118 0.398 -0.093 0.6 0.0 -0.2 -0.313
C -1.991 -0.595 -0.229 -0.5 0.1 0.0 -0.171
C -3.473 -0.410 -0.491 0.7 0.3 -0.1 -1.102
H 3.011 2.149 0.385 0.0 0.2 0.0 0.178
H 3.036 0.487 -0.027 -0.1 0.0 0.1 0.194
H 0.664 2.244 0.342 -0.1 0.4 0.0 0.284
H 0.666 -0.795 -0.111 0.5 -0.1 0.0 -0.004
H -1.445 1.435 -0.151 -0.2 -0.1 0.0 0.224
H -1.646 -1.616 -0.138 0.2 -0.2 -0.1 0.324
H -3.602 0.353 -1.261 -0.1 0.1 0.1 0.293
H -3.906 -1.314 -0.902 -0.2 -0.2 0.2 0.334
H -3.989 -0.091 0.416 -0.2 -0.2 -0.1 0.262
H 3.763 -1.531 1.255 -0.6 -0.1 -0.1 0.332
H 2.550 -1.806 0.246 0.2 0.0 0.6 0.343
O 3.507 -1.735 0.348 0.4 0.1 -0.5 -0.695
```
Forces are in eV/Å.

**SMILES**: C/C=C/C=C/N.O
**LUMO energy**: 0.905 eV
**Charge**: 0
**E**: -327.0672 hartree



[5]
Density functional theory data (ωB97M-V with the def2-TZVPD basis set) for a single C5H11NO molecule.

Geometry as XYZ:
```
18
Properties=species:S:1:pos:R:3:forces:R:3:mulliken_charge:R:1
C -2.595 -0.779 -0.958 -0.1 0.0 0.0 -0.839
N -1.155 -0.721 -0.806 0.0 0.1 0.1 -0.195
C -0.564 0.067 0.139 0.1 -0.2 -0.1 0.439
O -1.197 0.807 0.874 0.1 -0.1 -0.2 -0.642
C 0.963 -0.034 0.210 0.0 0.0 0.1 0.669
C 1.602 1.137 -0.543 0.0 0.1 -0.1 -1.401
C 1.380 -0.036 1.681 0.0 0.0 0.1 -1.462
H -2.980 -1.773 -0.702 0.0 0.2 -0.1 0.279
H -2.897 -0.527 -1.981 0.0 -0.1 0.2 0.283
H -3.020 -0.046 -0.269 0.0 -0.1 -0.1 0.304
H -0.575 -1.325 -1.367 -0.1 0.1 0.1 0.240
H 1.293 -0.972 -0.259 -0.1 0.1 0.1 0.215
H 1.217 2.085 -0.152 0.1 -0.1 -0.1 0.322
H 1.393 1.091 -1.617 0.0 0.0 0.2 0.346
H 2.690 1.122 -0.411 -0.2 0.0 0.0 0.386
H 2.470 -0.104 1.773 -0.1 0.0 0.0 0.407
H 1.039 0.884 2.165 0.1 -0.1 -0.1 0.286
H 0.935 -0.877 2.224 0.1 0.1 -0.1 0.359
```
Forces are in eV/Å.

**SMILES**: CNC(=O)C(C)C
**LUMO energy**: 0.899 eV
**Charge**: 0
**E**: -327.1281 hartree



[6]
Density functional theory data (ωB97M-V with the def2-TZVPD basis set) for 2 unconnected molecules or ions with the total composition C5H11NO in a non-equilibrium geometry.

Geometry as XYZ:
```
18
Properties=species:S:1:pos:R:3:forces:R:3:mulliken_charge:R:1
N 1.257 -0.035 -3.353 -0.7 -1.1 -0.9 -0.576
C 1.035 -0.637 -2.073 0.3 1.5 -0.4 -0.146
C 0.269 0.009 -1.177 1.3 -0.7 -0.6 -0.342
C 0.377 -0.216 0.246 -0.9 1.3 1.3 -0.366
C 0.150 0.804 1.114 0.5 -1.9 -0.2 -0.198
C 0.066 0.542 2.616 0.2 1.7 -0.8 -0.912
H 1.813 -0.613 -3.973 0.5 -0.1 0.4 0.251
H 0.404 0.003 -3.911 -0.2 0.5 0.5 0.262
H 1.751 -1.408 -1.819 -0.2 -0.2 0.2 0.340
H -0.198 0.923 -1.525 -0.2 0.0 0.1 0.264
H 0.616 -1.182 0.677 -0.1 -0.2 -0.3 0.283
H 0.058 1.786 0.670 -0.4 0.2 0.4 0.345
H 0.742 -0.248 2.920 -0.2 -0.3 0.1 0.312
H 0.329 1.463 3.148 0.2 -0.2 0.1 0.337
H -0.971 0.353 2.883 0.1 -0.4 0.1 0.154
H -2.279 -0.639 0.473 0.0 -0.3 0.4 0.331
H -2.814 -0.023 1.729 -0.1 0.0 0.2 0.313
O -2.606 -0.883 1.355 -0.1 0.2 -0.6 -0.652
```
Forces are in eV/Å.

**SMILES**: C/C=C/C=C/N.O
**LUMO energy**: 1.009 eV
**Charge**: 0
**E**: -327.0482 hartree



[7]
Density functional theory data (ωB97M-V with the def2-TZVPD basis set) for a single C5H11NO molecule in a non-equilibrium geometry.

Geometry as XYZ:
```
18
Properties=species:S:1:pos:R:3:forces:R:3:mulliken_charge:R:1
C 1.961 -0.960 -0.264 0.6 0.2 -0.4 -1.071
C 0.539 -1.132 0.245 -0.6 -0.8 2.3 -0.263
C -0.620 -0.806 -0.704 0.2 0.8 0.2 -0.633
C -1.547 0.413 -0.425 0.6 0.1 -0.3 -0.635
C -0.813 1.675 -0.006 -0.1 -1.0 -0.2 0.449
N -0.442 1.758 1.296 0.1 0.6 0.0 -0.352
O -0.506 2.511 -0.830 0.1 0.4 0.1 -0.630
H 2.634 -0.228 0.210 -0.8 0.2 0.0 0.269
H 1.875 -0.688 -1.323 0.5 -0.2 0.1 0.278
H 2.550 -1.875 -0.150 -0.3 -0.1 -0.4 0.288
H 0.405 -2.180 0.587 0.2 0.2 -0.6 0.369
H 0.399 -0.669 1.239 0.2 0.4 -0.5 0.234
H -0.145 -0.655 -1.669 -0.4 -0.3 -0.4 0.319
H -1.310 -1.636 -0.675 0.0 -0.4 -0.6 0.277
H -2.046 0.706 -1.351 0.0 -0.3 0.1 0.272
H -2.304 0.080 0.270 -0.2 0.2 0.5 0.378
H 0.030 2.607 1.551 0.1 0.0 0.2 0.221
H -0.661 1.079 1.999 -0.1 0.0 -0.1 0.229
```
Forces are in eV/Å.

**SMILES**: CCCCC(N)=O
**LUMO energy**: 0.902 eV
**Charge**: 0
**E**: -327.1091 hartree



[8]
Density functional theory data (ωB97M-V with the def2-TZVPD basis set) for a single C5H11NO molecule in a non-equilibrium geometry.

Geometry as XYZ:
```
18
Properties=species:S:1:pos:R:3:forces:R:3:mulliken_charge:R:1
C -0.349 0.366 1.062 -0.7 0.5 -0.6 0.019
C 0.908 -0.451 0.903 0.1 -0.1 -0.3 0.106
C -1.323 0.723 -0.039 0.4 -1.5 1.4 -0.080
C 1.956 0.258 0.056 0.3 -0.1 0.0 -1.234
C -1.318 0.225 -1.436 0.3 -0.1 -0.8 -1.210
N -1.662 -0.276 1.060 0.1 1.3 0.2 -0.777
O 0.615 -1.747 0.377 0.2 0.0 -0.3 -0.623
H 0.681 -1.701 -0.590 0.0 0.0 0.4 0.341
H -1.520 -1.256 0.788 -0.1 0.6 -0.5 0.354
H -0.232 1.145 1.814 0.0 -0.1 0.0 0.457
H 1.320 -0.618 1.905 -0.1 -0.1 -0.1 0.380
H -1.765 1.713 0.028 -0.3 -0.2 0.5 0.405
H 2.136 1.277 0.414 0.0 -0.1 0.0 0.353
H 2.901 -0.293 0.086 -0.1 0.1 0.1 0.347
H 1.651 0.313 -0.993 -0.1 0.1 0.1 0.288
H -2.305 0.376 -1.887 0.1 -0.1 0.1 0.370
H -0.598 0.790 -2.037 0.0 -0.1 -0.1 0.239
H -1.096 -0.843 -1.510 0.1 0.1 0.0 0.264
```
Forces are in eV/Å.

**SMILES**: C[C@H](O)[C@@H]1N[C@@H]1C
**LUMO energy**: 0.903 eV
**Charge**: 0
**E**: -327.0580 hartree